This record from OMol25 describes a structure of composition C5H7NO. The level of theory is the ωB97M-V functional and the def2-TZVPD basis.

Structure (XYZ):
```
14
Properties=species:S:1:pos:R:3
C -2.278 -1.284 -0.596
C -0.729 -0.204 -1.142
C 0.363 0.167 -0.133
C 0.268 -0.494 1.197
C 1.222 1.355 -0.116
N -3.087 -2.059 -0.446
O 0.460 -0.890 -1.228
H -1.098 0.447 -1.902
H -0.225 0.175 1.966
H 1.224 -0.988 1.431
H -0.398 -1.365 1.061
H 2.245 0.984 0.139
H 0.759 2.022 0.754
H 1.275 2.134 -0.984
```

Gap between HOMO and LUMO (eV): 11.87
ΔE to the lowest compared entry with this formula, charge and spin (kJ/mol): 391.3